Record 1
Computed, not measured: C34H33N7O2STeTi as an isolated structure, with wB97M-V/def2-TZVPD.

```
! RIJCOSX wB97M-V def2-TZVPD def2/J DEFGRID3
* xyz 0 3
Te -2.24 0.51 2.51
Ti -0.35 0.25 0.48
S 1.33 -1.02 4.30
O 1.41 0.51 1.28
O 2.05 3.53 -5.60
N -0.05 2.37 0.11
N 0.50 -0.87 -1.12
N 2.17 -2.32 2.13
N -2.01 0.02 -1.03
N 3.82 5.95 -0.91
N 3.77 5.46 0.23
N -0.09 -2.29 2.44
C 3.55 -1.94 2.34
C -3.39 2.04 1.60
C 2.67 6.04 -3.00
C 0.88 4.95 -0.32
C -4.83 4.09 0.33
C 3.33 1.94 1.33
C 2.45 4.16 -4.47
C 3.64 3.93 -2.39
C -0.31 -3.72 2.18
C 3.36 5.26 -2.08
C -0.42 4.61 -0.59
C 3.87 3.20 1.07
C 2.01 1.66 1.04
C 1.17 -1.91 2.91
C -4.41 1.75 0.69
C -0.48 -1.84 -1.07
C -2.85 -2.31 -0.79
C -5.12 2.76 0.05
C 1.24 2.70 0.44
C -0.84 3.29 -0.38
C 3.19 3.39 -3.58
C -0.20 -3.23 -1.10
C 3.15 4.19 0.47
C -2.57 -3.67 -0.82
C 1.16 -3.61 -1.25
C -3.85 4.39 1.26
C -1.27 -4.13 -1.00
C 2.14 -2.61 -1.35
C 1.29 4.27 -6.54
C 2.20 5.49 -4.18
C 1.77 3.98 0.18
C -1.81 -1.40 -0.94
C -3.13 3.38 1.88
C 1.80 -1.29 -1.27
H -3.38 -4.38 -0.71
H 3.41 2.36 -3.84
H -1.85 2.99 -0.62
H -0.79 -1.95 3.09
H -1.13 5.34 -0.96
H -5.90 2.51 -0.65
H 0.37 4.65 -6.10
H 0.33 -4.08 1.38
H 2.54 -0.50 -1.30
H 2.51 7.09 -2.78
H 1.06 3.59 -7.35
H 1.23 5.96 -0.48
H -1.07 -5.19 -1.03
H 4.05 -1.87 1.37
H 1.87 5.11 -6.94
H -2.36 3.63 2.60
H 1.42 -4.66 -1.31
H 1.65 6.12 -4.87
H 3.59 -0.98 2.84
H 3.93 1.17 1.81
H 4.21 3.31 -1.71
H -0.12 -4.32 3.08
H 3.18 -2.87 -1.49
H 1.93 -2.69 1.22
H 4.08 -2.68 2.95
H -2.96 0.30 -0.82
H -5.38 4.88 -0.16
H -3.63 5.43 1.50
H -1.34 -3.86 1.87
H -3.87 -1.96 -0.67
H 4.91 3.40 1.32
H -1.73 0.37 -1.95
H -4.68 0.71 0.50
*
```

As for the highest occupied orbital energy (spin up / spin down): -5.7 / -7.3 eV. Its expectation value of S² is 2.038. As for the energy relative to the best compared isomer or geometry (same formula, charge and spin): 1.4 kcal/mol. The max |F| comes out at 0.6 eV Å⁻¹.

Record 2
Computed, not measured: a 2-piece molecular cluster, C4H13NO2S overall, with wB97M-V/def2-TZVPD.

```
! RIJCOSX wB97M-V def2-TZVPD def2/J DEFGRID3
* xyz -1 2
S -0.07 -2.99 1.69
O 0.06 0.85 2.20
O -2.08 1.83 0.23
N -0.33 -0.04 -1.21
C 0.55 -1.86 0.24
C 0.86 0.55 1.06
C 0.00 -0.45 0.22
C 0.73 0.71 -1.91
H -0.52 1.60 2.00
H -1.93 1.00 -0.27
H -1.88 2.45 -0.50
H 0.19 1.54 -2.39
H 1.57 -2.04 0.46
H 1.52 1.05 -1.24
H -0.98 -0.24 0.66
H -0.65 -0.84 -1.74
H -1.23 -2.37 1.92
H 0.29 -2.40 -0.66
H 1.61 -0.04 1.54
H 1.18 0.21 -2.82
H 1.12 1.47 0.51
*
```

As for the highest occupied orbital energy (spin up / spin down): 1.0 / -5.6 eV. Its expectation value of S² is 0.750. As for the energy relative to the best compared isomer or geometry (same formula, charge and spin): 38.9 kcal/mol. The max |F| comes out at 2.6 eV Å⁻¹.

Record 3
Computed, not measured: C27H22IrN5O2S as an isolated structure, with wB97M-V/def2-TZVPD.

```
! RIJCOSX wB97M-V def2-TZVPD def2/J DEFGRID3
* xyz 1 2
Ir 0.50 1.09 0.24
S -0.82 1.84 -1.53
O 2.69 1.35 -0.48
O 1.83 -0.22 3.61
N 2.08 0.59 1.47
N 0.20 -0.89 -0.16
N -0.86 0.81 1.51
N 0.28 2.96 1.02
N -1.35 1.74 2.20
C -1.78 0.49 -2.17
C -0.37 -2.67 -1.73
C -1.62 0.13 -3.51
C 4.06 0.11 2.62
C 0.44 -1.58 -1.33
C -1.15 -0.55 1.77
C -1.38 -3.23 2.26
C -2.78 -0.12 -1.42
C -1.92 -0.96 2.85
C -0.75 2.97 1.90
C 1.73 -1.81 -3.36
C 0.52 5.30 1.31
C -2.05 -2.32 3.07
C 0.90 4.11 0.73
C -1.18 4.13 2.53
C -0.62 -2.81 1.18
C 1.47 -1.13 -2.19
C -0.09 -3.33 -2.91
C -2.43 -0.85 -4.07
C -3.57 -1.12 -1.97
C 3.06 0.90 0.64
C -0.52 -1.45 0.89
C -3.39 -1.48 -3.30
C 4.42 0.66 1.23
C 2.54 0.12 2.70
C -0.53 5.31 2.22
C 0.96 -2.92 -3.72
H -1.44 -4.29 2.48
H 4.98 1.59 1.26
H -2.00 4.07 3.22
H -2.38 -0.23 3.49
H -2.31 -1.11 -5.11
H -0.73 -4.15 -3.21
H -0.86 0.62 -4.10
H -0.84 6.23 2.69
H 1.70 4.04 0.01
H 4.97 -0.04 0.61
H -4.03 -2.24 -3.74
H 4.46 0.72 3.44
H 1.04 6.21 1.06
H -4.34 -1.58 -1.38
H 2.53 -1.47 -4.00
H -2.63 -2.67 3.91
H -0.07 -3.53 0.59
H 2.06 -0.27 -1.91
H -2.97 0.22 -0.41
H 1.17 -3.44 -4.64
H -1.24 -2.93 -1.16
H 4.42 -0.91 2.78
*
```

As for the highest occupied orbital energy (spin up / spin down): -10.5 / -10.5 eV. Its expectation value of S² is 0.796. As for the energy relative to the best compared isomer or geometry (same formula, charge and spin): 0.0 kcal/mol. The max |F| comes out at 0.3 eV Å⁻¹.

Record 4
Computed, not measured: a 3-piece molecular cluster, CH3F3NO2S overall, with wB97M-V/def2-TZVPD.

```
! RIJCOSX wB97M-V def2-TZVPD def2/J DEFGRID3
* xyz 1 1
S 0.19 1.36 -0.05
F -3.58 -0.59 -0.45
F -2.38 -2.29 -0.10
F -1.62 -0.35 0.42
O -0.34 1.63 -1.33
O -0.08 2.13 1.10
N -2.81 -1.16 0.47
C 2.59 -0.15 -0.02
H 3.22 0.73 -0.13
H 2.37 -0.75 -0.89
H 2.45 -0.56 0.96
*
```

As for the highest occupied orbital energy (spin up / spin down): -16.1 / -16.1 eV. As for the energy relative to the best compared isomer or geometry (same formula, charge and spin): 38.5 kcal/mol. The max |F| comes out at 1.4 eV Å⁻¹.